Entry from the Open Molecules 2025 dataset: a structure of composition C14H36N3O13Sr2 at a distorted geometry (ωB97M-V/def2-TZVPD).

**E_HOMO**: -15.0164 eV
**Total energy**: -1757.58850 hartree
**Molecular weight**: 629.7 g/mol
**LUMO**: -10.0 eV
**Charge**: +3
**Frontier orbital gap**: 5.0 eV
**Max |F|**: 0.0409 Eh/bohr

XYZ file:
```
68
C14H36N3O13Sr2 ωB97M-V/def2-TZVPD
Sr -1.11 34.58 -0.60
Sr -5.69 34.12 3.17
N -2.63 36.17 2.47
O -1.77 35.87 1.59
O -2.76 37.32 2.78
O -3.36 35.29 3.04
C -3.45 38.27 -0.10
N -3.73 39.38 -1.06
O -2.98 39.48 -2.01
O -4.52 40.23 -0.72
H -4.36 38.07 0.45
H -2.58 38.61 0.46
H -3.18 37.44 -0.75
C -3.11 40.34 3.89
N -1.85 39.72 4.38
O -1.92 39.10 5.42
O -0.84 39.95 3.76
H -3.21 40.01 2.86
H -3.00 41.42 3.92
H -3.96 39.98 4.46
C -8.85 35.42 1.95
O -7.58 35.72 2.58
C -7.64 36.98 3.25
C -6.38 37.28 4.04
O -5.91 36.11 4.70
C -4.94 36.38 5.74
H -9.65 35.32 2.69
H -8.79 34.47 1.42
H -9.10 36.26 1.31
H -8.43 36.87 4.01
H -7.95 37.83 2.65
H -6.58 38.11 4.72
H -5.58 37.65 3.37
H -4.86 35.54 6.43
H -5.25 37.26 6.30
H -3.98 36.63 5.30
C 0.37 37.77 0.32
O -0.55 37.06 -0.51
C -0.45 37.32 -1.91
C 0.81 36.74 -2.48
O 0.87 35.41 -1.94
C 2.18 34.80 -2.12
H 0.03 37.66 1.35
H 0.39 38.85 0.15
H 1.40 37.41 0.22
H -0.61 38.37 -2.17
H -1.37 36.82 -2.25
H 1.69 37.37 -2.34
H 0.72 36.67 -3.57
H 2.18 33.82 -1.65
H 2.93 35.45 -1.68
H 2.38 34.79 -3.19
C 0.53 36.99 4.12
O 0.80 35.70 4.66
C 2.17 35.59 5.00
C 2.56 34.21 5.45
O 2.22 33.34 4.37
C 2.60 32.01 4.59
H -0.53 37.02 3.89
H 1.17 37.07 3.24
H 0.78 37.76 4.85
H 2.26 36.27 5.85
H 2.85 36.02 4.25
H 1.96 33.93 6.33
H 3.63 34.15 5.63
H 2.09 31.52 5.43
H 3.68 31.96 4.83
H 2.57 31.41 3.68
```